Record 1
{"formula": "H22O11", "method": "ωB97M-V/def2-TZVPD", "elements": ["O", "H", "H", "O", "H", "H", "O", "H", "H", "O", "H", "H", "O", "H", "H", "O", "H", "H", "O", "H", "H", "O", "H", "H", "O", "H", "H", "O", "H", "H", "O", "H", "H"], "coordinates": [[2.6677, -0.1607, -1.2566], [2.5507, 0.7486, -1.5587], [1.8395, -0.4642, -0.7621], [-1.1874, -2.2555, -2.6122], [-1.6418, -1.3802, -2.6580], [-0.3086, -1.9879, -2.7865], [-1.9235, 1.3959, 0.5102], [-2.1855, 0.7193, -0.1272], [-1.2262, 1.0245, 1.0851], [-0.7827, -0.1283, 2.7371], [-1.0609, -0.0590, 3.6721], [0.1098, -0.3556, 2.7692], [-3.2211, -1.0407, 1.8148], [-3.7270, -0.6220, 2.4978], [-2.3359, -1.0151, 2.2337], [-2.6427, -0.1803, -1.6822], [-2.9587, 0.5772, -2.2403], [-3.4839, -0.5838, -1.4734], [0.2849, -0.5838, -0.1135], [0.1618, -1.1361, 0.6476], [-0.2405, -1.0608, -0.7526], [1.4031, -1.5794, -3.2523], [1.0796, -0.7933, -3.6603], [1.7255, -1.1912, -2.4524], [1.9462, -0.5118, 2.7460], [2.1683, 0.1082, 3.4226], [2.7927, -0.5915, 2.2924], [1.9128, 2.3812, -1.3609], [1.5920, 2.0717, -0.5385], [2.2287, 3.2351, -1.1255], [1.1628, 1.9408, 1.1107], [1.9437, 2.4371, 1.4593], [1.3568, 1.0417, 1.4146]], "forces_ev_per_a": [[-0.5939, -1.4604, 0.7806], [-0.1970, 0.2070, 0.1583], [1.2435, 1.1253, -0.6326], [-2.0588, 0.8269, 0.4620], [-0.0711, -1.1273, 0.2551], [2.2016, -0.2283, -0.6552], [0.3226, 0.4468, 0.4349], [0.2953, -0.0679, 0.3178], [-0.7340, 0.1951, -0.6606], [-2.5649, 0.5794, 1.0191], [0.1770, 0.0809, -0.7175], [2.5531, -0.7505, 0.0830], [0.8423, -0.6137, 0.2273], [-0.8763, 0.4335, 0.3063], [-0.3300, -0.0483, -0.8183], [-0.8024, 1.5859, -1.2254], [0.7579, -0.6822, 0.6862], [-0.2967, -0.6687, 0.4468], [0.1969, 0.0792, 0.0593], [-0.0076, -0.4164, 0.9083], [-0.6247, -0.2088, -0.9051], [-0.5334, -0.9736, -0.5731], [-0.3612, 0.8389, -1.1157], [1.3212, 0.2751, 1.2263], [0.3279, -0.2869, -0.6859], [0.0053, 0.7158, 1.0841], [-0.0249, -0.4425, -0.4138], [0.4382, 0.1327, -2.1564], [-1.1453, -0.8089, 1.7101], [0.5151, 1.1997, -0.1703], [1.2703, 0.4739, 1.0685], [-0.9840, -0.3464, -0.3358], [-0.2619, -0.0651, -0.1685]], "max_force_ev_per_a": 2.820, "lumo_ev": -0.4, "multiplicity": 1, "smiles": "O.O.O.O.O.O.O.O.O.O.O", "e_homo_ev": -9.7, "total_energy_ha": -840.8130, "de_lowest_kj_mol": 176.3, "homo_lumo_gap_ev": 9.327}

---

Record 2
{"formula": "H22O11", "method": "ωB97M-V/def2-TZVPD", "elements": ["O", "H", "H", "O", "H", "H", "O", "H", "H", "O", "H", "H", "O", "H", "H", "O", "H", "H", "O", "H", "H", "O", "H", "H", "O", "H", "H", "O", "H", "H", "O", "H", "H"], "coordinates": [[-0.6200, 0.0114, 0.0574], [-0.6619, 0.8760, 0.4813], [0.2374, 0.0075, -0.3830], [1.4842, -2.9812, -1.5101], [1.0885, -2.3903, -2.1607], [0.8604, -3.7134, -1.4484], [-1.9105, 4.1748, 1.7435], [-1.9861, 3.2702, 2.0675], [-2.7987, 4.5352, 1.8449], [-1.6688, 0.0193, -2.9609], [-0.7267, -0.0973, -3.1276], [-2.0850, -0.2040, -3.8011], [-0.8753, -0.5737, 2.7505], [-1.4298, -0.0373, 2.1727], [-1.3699, -1.3944, 2.8543], [2.3148, 0.6954, 2.4959], [3.2033, 0.8348, 2.1493], [2.4233, 0.7584, 3.4516], [-1.6995, -2.1955, -2.2860], [-1.1425, -1.4182, -2.1659], [-1.1861, -2.7639, -2.8710], [-3.8577, 2.0490, -2.2983], [-3.8121, 1.4116, -3.0199], [-4.8016, 2.1415, -2.1265], [0.0236, 2.9424, 1.6771], [0.8591, 2.5876, 2.0012], [0.1713, 3.8941, 1.6408], [3.9560, -3.2821, 1.0724], [3.8953, -3.6230, 1.9719], [3.0413, -3.1019, 0.8277], [2.6313, -0.8487, -0.3568], [3.1502, -0.1644, -0.7943], [3.2923, -1.4199, 0.0504]], "forces_ev_per_a": [[-0.0902, 0.1191, -0.4853], [0.1820, 0.1981, -0.1830], [0.1513, -0.1178, 0.3792], [-0.1463, -0.4527, -0.2050], [0.1636, 0.0092, 0.2655], [-0.0379, 0.0419, 0.0202], [-1.3665, 0.5784, 0.1964], [0.3161, 0.0978, -0.0987], [0.0692, 0.1278, -0.0940], [0.2552, 1.9936, -0.7606], [-0.0171, 0.6028, -0.2924], [0.0555, -0.2156, 0.1028], [-0.2999, -0.0337, 0.5689], [0.2120, -0.2635, -0.0560], [0.0779, 0.0910, -0.0685], [0.1413, 0.2950, 0.0935], [-0.0800, -0.0870, -0.0640], [-0.1231, -0.0679, -0.0156], [0.4931, -1.9123, 0.1863], [-0.7468, -0.2961, 0.5247], [-0.1903, -0.2421, 0.0781], [-0.3063, 0.0302, -0.1183], [0.1637, 0.0399, 0.2068], [0.0881, 0.0329, 0.0177], [1.2927, -0.5451, 0.0637], [0.0771, -0.4326, -0.0085], [-0.3835, -0.0908, -0.0800], [-0.0950, 0.0953, 0.0578], [0.0571, 0.0905, -0.0647], [-0.1703, -0.2561, -0.0723], [0.2092, 0.6089, -0.1370], [0.0010, -0.0508, 0.0627], [0.0472, 0.0117, -0.0205]], "max_force_ev_per_a": 2.149, "lumo_ev": 0.2, "multiplicity": 1, "smiles": "O.O.O.O.O.O.O.O.O.O.O", "e_homo_ev": -10.1, "total_energy_ha": -840.7479, "de_lowest_kj_mol": 347.1, "homo_lumo_gap_ev": 10.267}

---

Record 3
{"formula": "H22O11", "method": "ωB97M-V/def2-TZVPD", "elements": ["O", "H", "H", "O", "H", "H", "O", "H", "H", "O", "H", "H", "O", "H", "H", "O", "H", "H", "O", "H", "H", "O", "H", "H", "O", "H", "H", "O", "H", "H", "O", "H", "H"], "coordinates": [[-0.3632, 0.4763, -0.4159], [0.2984, 0.0656, 0.1521], [0.1487, 0.8387, -1.1479], [-2.5315, -2.3765, -2.5585], [-3.2439, -2.2382, -1.9242], [-2.2811, -1.4856, -2.8280], [-4.5782, 2.1886, 0.2532], [-4.2908, 1.5535, -0.4124], [-4.9540, 2.9125, -0.2603], [0.9895, -1.8587, 1.1925], [1.6963, -1.2385, 0.9807], [0.2477, -1.2941, 1.4376], [-4.3635, -0.8167, -1.7147], [-4.3041, 0.1445, -1.6749], [-5.0752, -0.9819, -2.3433], [5.2295, 0.1518, -0.8088], [5.9420, 0.0243, -1.4453], [4.5855, 0.6903, -1.2824], [3.6764, -3.7243, -1.0834], [3.1013, -3.0286, -1.4214], [3.9932, -3.3782, -0.2415], [3.8494, 3.9421, -0.2405], [3.8193, 4.8988, -0.1278], [3.1212, 3.7540, -0.8432], [1.3439, 2.9537, 0.5709], [1.0292, 3.8195, 0.2874], [0.8943, 2.8040, 1.4102], [0.8273, -3.0150, 3.3122], [1.4398, -3.5178, 3.8609], [1.3505, -2.7701, 2.5406], [-3.6805, 0.3322, 2.5671], [-3.6972, -0.5965, 2.3100], [-4.2198, 0.7702, 1.8991]], "forces_ev_per_a": [[-0.0162, -0.0434, -0.0969], [-0.1324, 0.1637, -0.3132], [-0.0251, 0.0575, 0.1603], [0.4644, -0.5037, -0.3047], [0.3827, 0.1111, -0.1573], [-0.1088, -0.2075, 0.1827], [-0.0492, -0.0883, -0.2940], [0.1086, 0.1596, 0.2826], [-0.0304, 0.0163, 0.1663], [0.3223, 0.9236, -1.2136], [0.1690, -0.0748, -0.0172], [-0.2110, -0.3580, 0.3375], [-0.7584, 0.7732, 0.2181], [0.0475, -0.2619, -0.0904], [-0.0132, -0.0674, -0.0001], [-0.0860, -0.0397, -0.1939], [-0.0292, -0.0359, 0.1022], [0.0900, 0.0543, 0.1320], [-0.0187, 0.1726, 0.0778], [0.0160, -0.1213, 0.0000], [0.0261, -0.0586, -0.0896], [0.1184, 0.2926, -0.2950], [0.1164, -0.0850, 0.0170], [0.0825, -0.1125, 0.1997], [-0.2550, 0.0794, -0.0021], [-0.0157, -0.0915, 0.1190], [-0.0194, -0.0669, -0.0939], [0.4202, -0.6455, 1.0370], [-0.2844, -0.0237, 0.1659], [-0.3249, 0.0275, -0.0633], [-0.0476, -0.2060, -0.1321], [0.0427, 0.0537, 0.1066], [0.0189, 0.2068, 0.0529]], "max_force_ev_per_a": 1.559, "lumo_ev": -0.3, "multiplicity": 1, "smiles": "O.O.O.O.O.O.O.O.O.O.O", "e_homo_ev": -10.6, "total_energy_ha": -840.7604, "de_lowest_kj_mol": 314.3, "homo_lumo_gap_ev": 10.376}

---

Record 4
{"formula": "H22O11", "method": "ωB97M-V/def2-TZVPD", "elements": ["O", "H", "H", "O", "H", "H", "O", "H", "H", "O", "H", "H", "O", "H", "H", "O", "H", "H", "O", "H", "H", "O", "H", "H", "O", "H", "H", "O", "H", "H", "O", "H", "H"], "coordinates": [[-0.5738, 0.1332, 0.1240], [-0.4006, -0.5437, 0.7880], [-0.4536, -0.3254, -0.7152], [-3.5136, -0.2916, -3.4713], [-3.2035, -0.5134, -4.3566], [-3.2860, -1.0647, -2.9426], [1.0732, 0.6012, 5.1044], [1.6536, 0.5521, 5.8723], [1.2285, -0.2288, 4.6397], [1.0796, 2.0477, -3.7860], [1.8659, 1.5579, -3.5200], [0.8383, 1.6607, -4.6351], [1.0658, 1.5816, 0.6462], [1.7450, 1.7518, 1.3085], [1.5354, 1.1212, -0.0584], [-2.5455, 1.6886, 4.2580], [-2.1720, 1.2654, 3.4768], [-1.9996, 2.4729, 4.3835], [-2.2716, 1.3403, 1.3121], [-1.3741, 1.4699, 1.6388], [-2.5722, 0.5428, 1.7623], [-0.5728, -1.2662, -3.7957], [-0.1073, -1.0140, -2.9903], [-0.6848, -2.2199, -3.7131], [1.2702, -1.7558, 1.0406], [1.6453, -1.2317, 0.3239], [1.3875, -1.2033, 1.8215], [-0.8201, -3.9697, -1.2362], [-1.2422, -3.2514, -0.7517], [-0.0210, -4.1560, -0.7305], [3.7638, 1.0205, -0.2116], [3.6025, 1.8332, -0.7041], [4.0594, 0.3946, -0.8823]], "forces_ev_per_a": [[-0.6358, -1.6709, -1.3648], [0.0977, -0.1010, -0.2407], [-0.2617, -0.0749, 0.0169], [-0.1821, -0.1583, -0.0505], [0.0930, 0.0736, 0.1380], [0.0293, 0.1662, -0.0653], [0.1564, -0.1343, -0.0914], [-0.0753, 0.0595, -0.0295], [-0.0631, 0.0714, 0.1195], [0.1899, -0.1785, 0.0379], [-0.0810, 0.0937, -0.0928], [-0.0960, 0.0192, 0.0529], [1.1378, 1.0220, 0.8989], [0.2416, 0.2351, -0.1413], [-0.1295, 0.1357, 0.2304], [0.1528, -0.0587, 0.2567], [-0.2047, 0.3243, 0.1161], [-0.0776, -0.0882, 0.0048], [-0.7002, 0.4586, 1.0978], [0.1235, 0.1045, -0.5651], [-0.1804, -0.0080, -0.3376], [0.1288, -0.1368, 0.0833], [-0.1090, 0.0678, -0.1593], [0.0529, -0.0596, 0.0208], [0.1015, -0.2799, 0.1168], [0.0173, 0.0498, 0.1516], [0.1361, 0.0044, -0.0785], [0.0960, 0.2210, -0.0288], [-0.0283, -0.0843, 0.0330], [-0.0454, -0.0168, -0.0036], [-0.1048, -0.1946, -0.3128], [0.0560, 0.1304, 0.0934], [0.1645, 0.0078, 0.0929]], "max_force_ev_per_a": 2.249, "lumo_ev": -0.6, "multiplicity": 1, "smiles": "O.O.O.O.O.O.O.O.O.O.O", "e_homo_ev": -10.0, "total_energy_ha": -840.7400, "de_lowest_kj_mol": 368.0, "homo_lumo_gap_ev": 9.437}